Below is a 4-piece molecular cluster, C18H17BrCl2F24O4P2 overall at a distorted geometry, with properties calculated with ωB97M-V with the def2-TZVPD basis set.

```
68
Properties=species:S:1:pos:R:3:forces:R:3
F -2.6358 2.0721 -2.1155 0.035 -0.022 0.014
C -1.5135 1.6955 -1.4708 0.111 0.073 0.033
F -0.4887 1.7008 -2.3518 -0.046 0.044 -0.001
C -1.6426 0.2816 -0.9007 -0.320 -0.279 -0.150
F -1.6744 -0.6263 -1.8994 0.221 -0.006 -0.051
F -0.4916 0.0903 -0.1921 -0.261 -0.001 0.090
C -2.7789 -0.0253 0.0803 -0.049 0.049 0.676
O -3.9503 -0.6311 -0.4234 0.141 -0.181 -0.488
C -4.9780 0.0669 -0.9964 -0.013 0.038 0.192
F -4.8861 1.3873 -0.7576 0.043 -0.059 -0.029
F -6.1201 -0.3729 -0.4214 -0.024 0.077 0.070
C -5.1217 -0.2376 -2.4954 -0.090 -0.076 -0.058
F -3.9513 -0.0549 -3.1361 -0.084 0.068 -0.017
F -6.0389 0.6098 -3.0119 0.016 -0.024 -0.045
H -1.2962 2.4049 -0.6675 -0.020 0.011 -0.023
H -2.3642 -0.7951 0.7296 0.053 0.027 0.018
H -2.9999 0.8332 0.7161 -0.030 0.124 -0.178
H -5.4533 -1.2695 -2.6318 0.018 0.023 -0.012
F 2.8586 6.9866 3.1407 -0.038 -0.027 -0.032
C 2.3638 6.1195 2.2356 -0.078 0.021 -0.106
F 1.0246 6.0387 2.4068 0.033 0.059 0.000
C 2.9526 4.7184 2.4149 0.050 -0.184 0.397
F 2.4931 4.1603 3.5539 -0.023 0.041 -0.072
F 2.4447 3.9962 1.3700 -0.035 0.169 -0.052
C 4.4714 4.5416 2.3226 0.401 -0.163 -0.543
O 5.2257 4.5216 3.5144 -0.373 0.030 0.421
C 5.6535 5.6582 4.1390 0.114 -0.048 -0.200
F 5.5396 6.7445 3.3529 -0.018 -0.047 0.033
F 6.9683 5.4897 4.4114 0.057 0.061 -0.071
C 4.9747 5.8691 5.5000 0.011 0.008 0.100
F 3.6341 5.8192 5.3867 0.066 0.061 0.034
F 5.3277 7.0875 5.9664 -0.036 -0.026 0.043
H 2.5706 6.4882 1.2272 0.008 0.024 0.023
H 4.5943 3.5346 1.9263 -0.024 -0.012 -0.005
H 4.9025 5.2225 1.5872 -0.123 0.145 0.063
H 5.3080 5.0985 6.1977 -0.010 0.009 0.000
F -3.7894 -3.2921 -3.3079 0.051 -0.034 0.025
C -2.6617 -3.6874 -2.6743 0.209 0.274 0.027
F -1.6551 -3.7045 -3.5740 -0.047 0.003 -0.008
C -2.8079 -5.0874 -2.0800 -0.233 -0.294 -0.301
F -2.8643 -6.0104 -3.0635 0.018 0.058 0.055
F -1.6492 -5.2957 -1.3870 0.015 0.061 0.073
C -3.9377 -5.3220 -1.0726 0.038 0.018 0.726
O -5.1609 -5.8559 -1.5318 0.075 -0.068 -0.570
C -6.1476 -5.0813 -2.0687 0.017 -0.014 0.244
F -5.9507 -3.7675 -1.8332 -0.012 -0.048 -0.007
F -7.3034 -5.4307 -1.4593 -0.022 0.087 0.068
C -6.3696 -5.3612 -3.5621 -0.059 -0.029 -0.077
F -5.2183 -5.2706 -4.2523 -0.089 0.023 -0.008
F -7.2375 -4.4402 -4.0397 0.016 -0.031 -0.048
H -2.4221 -2.9634 -1.8914 -0.035 -0.009 -0.007
H -3.5499 -6.0989 -0.4161 0.009 -0.018 -0.005
H -4.0985 -4.4387 -0.4523 0.038 0.120 -0.159
H -6.7895 -6.3610 -3.6874 -0.001 0.011 -0.005
C 6.2653 -0.4535 1.1208 -0.006 -0.244 0.015
C 5.8174 -1.8352 0.7692 -0.371 0.017 -0.365
Cl 6.4964 -3.0407 1.7921 0.072 -0.193 0.086
C 4.9936 -2.1679 -0.2407 0.074 -0.173 0.315
Cl 4.5830 -3.8305 -0.5393 0.003 -0.066 -0.004
P 4.2747 -0.9158 -1.3309 0.852 0.948 -0.019
P 2.1720 -0.7166 -0.7707 -0.762 -0.185 -0.471
O 1.8616 -1.8654 0.3383 0.394 0.108 0.062
Br 2.3059 1.1646 0.4756 0.389 -0.233 0.076
H 5.6755 0.3011 0.6180 -0.031 0.142 -0.092
H 7.3140 -0.3560 0.8465 0.112 0.124 0.013
H 6.1856 -0.3284 2.1972 -0.013 0.126 0.079
H 4.1209 -1.6331 -2.5274 -0.251 -0.392 0.162
H 2.6252 -2.0787 0.8975 -0.134 -0.093 0.044
```
Forces are in eV/Å.

Computed properties:
SMILES: FC(F)C(F)(F)COC(F)(F)C(F)F.FC(F)C(F)(F)COC(F)(F)C(F)F.FC(F)C(F)(F)COC(F)(F)C(F)F.C/C(Cl)=C(/Cl)[PH]#P(O)Br
HOMO level (eV): -8.843
LUMO (eV): 0.17

Here are the Mulliken charges for atoms 1 to 4, given in e: -0.24, 0.04, -0.25, 1.02

Below is C18H17F6N7O4PtS3 as an isolated structure at a distorted geometry, with properties calculated with ωB97M-V with the def2-TZVPD basis set.

```
56
Properties=species:S:1:pos:R:3:forces:R:3
Pt -0.2168 0.6260 0.3738 2.739 -0.079 0.157
N 3.0138 1.6296 2.8958 0.100 0.694 0.618
C 2.1959 1.3161 1.9206 1.437 -2.919 -1.302
S 0.8102 2.2964 1.5927 -0.453 0.458 0.025
N 2.5407 0.1661 1.2375 -0.035 2.991 2.119
N 1.7460 -0.1025 0.2463 -2.606 -1.311 -1.746
C 1.9236 -1.1322 -0.5688 -0.810 1.333 0.470
C 3.2116 -1.7717 -0.7141 0.622 -0.373 0.057
C 4.3873 -1.0003 -0.7083 -0.332 -0.119 -0.174
C 5.6161 -1.6165 -0.8197 0.021 -0.149 -0.050
C 5.6918 -3.0027 -0.9022 -0.052 -0.055 0.014
C 4.5360 -3.7785 -0.8856 0.251 0.023 -0.048
C 3.2992 -3.1731 -0.8133 -0.069 0.396 0.264
C 0.7088 -1.5580 -1.2867 -0.031 0.094 -0.194
C 0.7733 -2.4255 -2.3597 -0.179 0.015 0.010
C -0.4044 -2.8529 -2.9674 0.146 -0.006 0.016
C -1.6080 -2.3953 -2.4846 -0.211 0.174 0.192
C -1.6159 -1.4705 -1.4414 -0.028 -0.211 -0.330
N -0.4944 -1.0537 -0.8648 0.247 -0.242 -0.309
H 2.8049 2.3837 3.5343 0.060 -0.120 -0.017
H 3.8439 1.0739 3.0535 -0.085 0.052 -0.063
H 4.3261 0.0788 -0.6707 -0.007 -0.016 0.068
H 6.5182 -1.0213 -0.8467 0.004 0.001 0.006
H 6.6579 -3.4837 -0.9784 -0.006 -0.001 0.012
H 4.6057 -4.8567 -0.9225 0.007 -0.001 -0.026
H 2.4063 -3.7812 -0.7608 -0.003 -0.020 -0.008
H 1.7325 -2.7581 -2.7252 0.016 0.016 0.035
H -0.3652 -3.5343 -3.8064 -0.004 -0.001 0.001
H -2.5474 -2.7156 -2.9120 -0.007 0.012 0.017
H -2.5309 -1.0555 -1.0501 0.031 -0.070 -0.158
F -2.3135 -1.8891 4.8596 0.029 0.132 -0.048
C -1.5177 -1.9662 3.8179 0.133 -0.559 0.002
F -0.3979 -2.6008 4.1321 -0.185 0.256 -0.084
F -2.1232 -2.5942 2.8191 -0.001 0.117 0.005
S -1.0914 -0.2549 3.2617 1.394 0.214 0.801
O -0.2368 -0.5406 2.0508 0.102 -0.397 -0.775
O -0.3689 0.3957 4.2950 -0.367 -0.195 0.020
N -2.4247 0.3917 2.8747 -0.823 0.897 -0.750
S -2.8773 0.7824 1.4223 -2.074 -2.705 1.964
O -3.2585 -0.3490 0.6262 -0.054 0.607 0.084
O -1.9537 1.7027 0.7665 -0.149 0.995 -0.199
C -4.4224 1.7159 1.8157 -0.331 0.491 0.217
F -4.9357 2.0978 0.6522 0.052 0.012 -0.081
F -4.1344 2.7736 2.5520 0.039 -0.147 -0.116
F -5.2648 0.9248 2.4455 0.420 0.082 -0.209
C -3.4092 3.0188 -2.5477 -0.016 -0.006 -0.020
N -2.1736 3.4663 -1.8796 0.094 0.022 0.022
C -1.9748 4.9119 -1.6619 0.036 0.045 -0.010
C -1.2902 2.6217 -1.5115 0.129 -0.134 -0.012
N -0.4697 1.8354 -1.2239 0.807 -0.290 -0.417
H -4.2498 3.5255 -2.0789 -0.007 0.011 0.001
H -3.5238 1.9459 -2.4214 0.015 -0.021 -0.037
H -3.3664 3.2714 -3.6055 -0.004 0.003 0.005
H -2.8051 5.2911 -1.0698 -0.009 0.005 -0.006
H -1.9416 5.4162 -2.6256 -0.007 0.000 0.000
H -1.0416 5.0750 -1.1305 0.014 0.001 -0.011
```
Forces are in eV/Å.

Computed properties:
Total charge: +2
HOMO level (spin up / spin down) (eV): -13.898 / -13.898
LUMO (spin up / spin down) (eV): -7.82 / -7.82

Here are the Mulliken charges for atoms 1 to 4, given in e: 2.27, -0.33, 0.67, -0.38

Below is the molecule C18H17FN4OS at a distorted geometry, with properties calculated with ωB97M-V with the def2-TZVPD basis set.

```
42
Properties=species:S:1:pos:R:3:forces:R:3
C -1.5653 -2.5455 -0.8819 0.102 -0.073 -0.041
C -2.7420 -1.7822 -0.3688 0.047 0.117 0.064
C -4.0275 -2.0359 -0.8276 0.008 0.020 0.055
C -5.1125 -1.3028 -0.3806 -0.050 0.037 0.008
C -4.9331 -0.2884 0.5435 -0.048 0.042 -0.039
C -3.6648 -0.0158 1.0204 0.119 -0.081 0.028
C -2.5831 -0.7572 0.5654 -0.772 -0.339 -0.215
N -1.3054 -0.4542 1.0734 0.951 1.360 0.132
N -0.4849 -1.3333 1.6624 -0.491 -1.153 0.188
N 0.5424 -0.7065 2.0480 0.555 -0.769 0.482
N 0.4765 0.5822 1.7476 -0.410 1.083 -0.209
C -0.6794 0.7517 1.1355 -0.071 -0.445 0.088
S -1.3302 2.1831 0.4356 -0.215 0.536 -0.157
C 0.0574 3.3543 0.6380 -0.066 -0.429 0.230
C 1.3952 2.8716 0.0949 0.085 0.040 -0.056
C 1.2975 2.2590 -1.3122 -0.132 0.057 -0.015
C 1.2503 0.7423 -1.2846 -0.088 0.300 -0.227
O 0.2909 0.1334 -1.7108 0.043 -0.013 -0.017
C 2.4172 0.0325 -0.7070 0.247 -0.450 0.052
C 2.2716 -1.3267 -0.4201 0.089 0.199 -0.096
C 3.2961 -2.0502 0.1524 0.200 0.009 0.042
C 4.4869 -1.4012 0.4259 -0.125 0.146 -0.135
F 5.4998 -2.0917 0.9786 -0.077 0.047 -0.021
C 4.6742 -0.0609 0.1322 0.186 -0.186 0.135
C 3.6359 0.6537 -0.4309 -0.271 -0.172 -0.078
H -1.8826 -3.3276 -1.5660 -0.035 -0.053 -0.044
H -1.0117 -2.9931 -0.0580 0.036 -0.060 -0.087
H -0.9011 -1.8631 -1.4138 0.096 -0.042 -0.005
H -4.1755 -2.8206 -1.5550 0.012 -0.082 -0.063
H -6.1003 -1.5219 -0.7572 -0.086 -0.023 -0.030
H -5.7743 0.2878 0.8960 -0.075 0.048 0.035
H -3.5095 0.7662 1.7487 0.026 0.040 0.086
H 0.1391 3.5825 1.7002 0.016 0.118 -0.051
H -0.2936 4.2384 0.1037 -0.050 -0.012 0.037
H 1.8027 2.1375 0.7917 0.033 0.251 -0.084
H 2.0609 3.7377 0.0818 0.041 -0.019 0.019
H 0.3960 2.6129 -1.8177 0.110 -0.099 -0.071
H 2.1578 2.5542 -1.9149 0.035 0.019 -0.017
H 1.3334 -1.8082 -0.6474 -0.088 -0.009 0.005
H 3.1823 -3.0950 0.3912 0.016 -0.113 0.046
H 5.6218 0.4059 0.3502 0.099 0.013 0.024
H 3.7909 1.6951 -0.6628 -0.006 0.136 0.004
```
Forces are in eV/Å.

Computed properties:
SMILES: Cc1ccccc1-n1nnnc1SCCCC(=O)c1ccc(F)cc1
HOMO level (eV): -8.981
LUMO (eV): 0.30

Here are the Mulliken charges for atoms 1 to 4, given in e: -1.08, 0.75, -0.96, -0.57

Below is C18H17MnN5O5S2Se as an isolated structure, with properties calculated with ωB97M-V with the def2-TZVPD basis set.

```
49
Properties=species:S:1:pos:R:3:forces:R:3
Mn -0.5047 -0.2038 0.3615 -0.339 -0.620 -0.541
O -4.2598 0.7128 2.0498 -0.061 -0.006 0.013
C -3.2724 0.5954 1.1659 0.064 -0.078 -0.019
O -2.2703 -0.0319 1.4376 0.108 0.158 0.247
C -3.6525 1.2366 -0.1562 0.049 -0.026 0.001
O -2.6117 1.4253 -1.0559 -0.021 -0.027 -0.054
C -1.9909 2.6989 -1.0220 0.001 -0.025 0.058
C -0.9491 2.8619 0.0827 0.009 0.091 0.062
O -0.6610 4.0003 0.4233 0.062 -0.014 -0.025
O -0.4100 1.7929 0.5420 -0.101 -0.175 -0.231
H -4.0036 0.2247 2.8480 0.000 -0.003 -0.007
H -4.1999 2.1599 0.0555 0.005 0.008 0.020
H -4.3519 0.5244 -0.6058 -0.041 0.025 0.015
H -2.7265 3.5023 -0.9359 -0.023 -0.016 0.008
H -1.4801 2.8050 -1.9800 0.011 0.023 0.010
C -4.2646 -3.4422 -2.0321 -0.018 -0.027 -0.068
S -3.1357 -4.2106 -0.8613 -0.022 0.108 0.083
C -2.0602 -2.8834 -0.4354 0.030 -0.082 -0.034
S -1.9662 -1.4521 -1.3646 -0.006 0.307 0.123
N -1.3251 -3.1825 0.6021 0.101 -0.063 -0.121
N -0.4414 -2.1900 0.9193 0.055 0.229 0.084
C 0.5312 -2.5273 1.6856 -0.090 -0.089 0.036
C 1.3968 -1.4577 2.1365 0.021 0.088 -0.045
C 2.4788 -1.6642 2.9824 -0.006 -0.018 -0.024
C 3.2116 -0.5717 3.4071 -0.017 0.026 -0.016
C 2.8259 0.6911 2.9858 0.041 0.010 0.024
C 1.7370 0.8195 2.1411 -0.055 -0.025 -0.035
N 1.0408 -0.2320 1.7003 0.111 0.134 0.491
H -4.9432 -4.2351 -2.3446 0.007 -0.015 0.012
H -3.7381 -3.0537 -2.8997 0.015 -0.001 0.016
H -4.8371 -2.6469 -1.5602 0.025 0.003 -0.008
H 0.6645 -3.5526 2.0138 -0.051 -0.005 0.007
H 2.7235 -2.6686 3.2999 -0.004 -0.003 -0.006
H 4.0592 -0.7009 4.0668 0.003 0.000 -0.002
H 3.3519 1.5784 3.3080 0.002 -0.005 0.005
H 1.3730 1.7816 1.8106 0.008 0.000 -0.002
Se 1.1659 -1.8875 -1.9456 0.062 0.124 0.072
N 1.0158 -0.3428 -1.0409 0.081 0.051 -0.176
C 2.0259 0.4355 -1.4078 0.051 -0.093 0.003
C 2.2596 1.7765 -0.9691 0.010 0.117 0.012
C 3.3410 2.4376 -1.4488 -0.049 -0.003 0.042
C 4.2579 1.8379 -2.3736 0.001 -0.068 -0.037
C 4.0718 0.5756 -2.8230 0.050 0.052 0.001
C 2.9427 -0.1648 -2.3508 -0.023 -0.044 0.010
N 2.6674 -1.3981 -2.7294 -0.072 -0.026 0.007
H 1.5563 2.2460 -0.2987 0.011 -0.002 -0.009
H 3.5164 3.4586 -1.1348 -0.011 0.000 0.003
H 5.1020 2.4199 -2.7197 0.008 -0.013 -0.007
H 4.7393 0.1020 -3.5296 0.010 0.015 0.001
```
Forces are in eV/Å.

Computed properties:
Spin multiplicity: 2
HOMO level (spin up / spin down) (eV): -7.872 / -7.615
LUMO (spin up / spin down) (eV): -0.88 / -0.86

Here are the Mulliken charges for atoms 1 to 4, given in e: 0.43, -0.52, 0.71, -0.54

Below is the molecule C18H17N3O2S2 at a distorted geometry, with properties calculated with ωB97M-V with the def2-TZVPD basis set.

```
42
Properties=species:S:1:pos:R:3:forces:R:3
C -0.5770 -1.4932 -3.0729 0.053 -0.029 -0.113
C 0.3941 -1.0061 -2.3258 0.184 -0.089 0.093
C 0.9148 -1.6853 -1.0895 0.029 -0.055 -0.494
N 0.4920 -0.9444 0.0760 -0.243 0.254 0.705
C -0.7409 -1.0134 0.6525 0.163 0.038 0.175
S -1.9442 -2.1876 0.2441 -0.147 -0.455 -0.066
C -3.2643 -1.5769 1.3293 0.320 -0.221 0.288
C -3.3679 -0.0625 1.4870 -0.485 -0.174 0.461
O -3.6730 0.3922 2.5647 -0.096 -0.068 -0.178
C -3.2515 0.7740 0.2977 -0.156 0.634 -0.756
C -3.1549 2.1432 0.3145 -0.079 -0.546 0.161
C -3.0493 2.7042 -0.9682 0.008 0.065 -0.218
C -3.0818 1.7629 -1.9518 -0.098 -0.342 0.085
S -3.2187 0.1739 -1.3302 -0.072 0.656 0.160
N -0.9026 -0.0555 1.5237 -0.334 -0.875 -0.065
N 0.2153 0.6809 1.5254 1.014 0.725 0.068
C 1.0533 0.1651 0.6676 -0.279 -0.124 0.086
C 2.3866 0.6787 0.3846 0.308 0.300 -0.146
C 2.5498 2.0339 0.1291 -0.164 -0.181 0.021
C 3.8144 2.5279 -0.1436 0.107 -0.054 0.025
C 4.9071 1.6867 -0.1561 0.075 -0.176 0.044
C 4.7543 0.3267 0.1241 -0.053 0.142 -0.078
O 5.8955 -0.4128 0.1082 -0.018 0.328 -0.048
C 5.8219 -1.7814 0.4257 -0.016 -0.218 0.052
C 3.4878 -0.1760 0.3925 0.212 -0.126 0.014
H -0.9432 -0.9697 -3.9388 -0.056 0.151 -0.163
H -1.0432 -2.4380 -2.8485 -0.079 -0.222 0.081
H 0.8466 -0.0471 -2.5425 -0.001 0.132 -0.082
H 2.0066 -1.7152 -1.1077 -0.166 -0.126 0.061
H 0.5146 -2.6997 -1.0099 0.164 0.033 -0.008
H -3.1272 -2.0106 2.3206 -0.123 0.154 -0.069
H -4.1913 -1.9544 0.8919 0.014 0.008 0.020
H -3.1455 2.6980 1.2343 0.004 0.072 0.199
H -2.9570 3.7587 -1.1565 0.032 0.174 -0.057
H -3.0269 1.9072 -3.0130 0.005 0.085 -0.218
H 1.6882 2.6814 0.1499 -0.100 0.060 -0.008
H 3.9481 3.5796 -0.3464 0.025 0.092 -0.023
H 5.8984 2.0555 -0.3653 0.122 0.051 -0.029
H 5.2081 -2.3310 -0.2961 0.003 0.029 0.035
H 6.8452 -2.1498 0.3772 -0.092 -0.024 0.014
H 5.4290 -1.9404 1.4349 -0.002 0.006 -0.043
H 3.3473 -1.2149 0.6501 0.013 -0.085 0.013
```
Forces are in eV/Å.

Computed properties:
SMILES: C=CCn1c(SCC(=O)c2cccs2)nnc1-c1cccc(OC)c1
HOMO level (eV): -8.283
LUMO (eV): 0.36

Here are the Mulliken charges for atoms 1 to 4, given in e: -0.90, 0.17, -0.86, 0.15